Record 1
{"formula": "C19H17BrClNO5", "method": "wB97M-V/def2-TZVPD", "species": ["O", "O", "Cl", "Br", "O", "O", "O", "C", "C", "C", "C", "C", "C", "C", "C", "C", "C", "C", "C", "C", "C", "C", "C", "N", "C", "C", "C", "H", "H", "H", "H", "H", "H", "H", "H", "H", "H", "H", "H", "H", "H", "H", "H", "H"], "xyz": [[0.3091, -0.5958, -5.6070], [-1.9326, -4.4397, -3.4342], [2.8809, 1.6019, -0.8183], [1.1468, 5.6480, 7.1441], [-0.4911, 0.5730, -3.8561], [-1.3645, 0.4311, 1.7686], [0.9874, 1.7456, 1.4844], [-0.2152, -0.5610, -4.5174], [-1.3408, -4.1650, -4.4806], [-0.4349, -2.0333, -2.4458], [-0.4512, -1.8864, -3.8480], [2.5414, 3.8620, 5.3164], [0.1310, 3.8894, 5.1319], [1.0726, -0.2407, -1.5792], [-0.9004, -0.8650, -0.3067], [2.6229, 2.8215, 4.3786], [0.2044, 2.8993, 4.1565], [1.3947, 0.7187, -0.6040], [1.3209, 4.3724, 5.6980], [-0.6178, 0.1383, 0.6578], [0.5761, 0.8815, 0.5158], [-0.0920, -1.0160, -1.4526], [1.4395, 2.3561, 3.7624], [-0.5911, -2.9974, -4.6676], [-2.5439, -0.2867, 2.0474], [-1.4979, -5.0325, -5.6881], [1.4110, 1.2251, 2.7810], [-0.1159, 1.3113, -4.3689], [-0.7309, -3.0115, -2.0237], [3.4408, 4.2739, 5.7811], [-0.8330, 4.2828, 5.4212], [1.7774, -0.3681, -2.4219], [-1.7761, -1.5156, -0.1862], [3.6197, 2.4665, 4.0260], [-0.6342, 2.4720, 3.7068], [-0.2675, -2.8997, -5.6456], [-2.3203, -1.2618, 2.5132], [-3.2561, 0.2797, 2.6944], [-3.0891, -0.4962, 1.1438], [-1.8718, -4.4790, -6.5809], [-2.2349, -5.8214, -5.4321], [-0.5332, -5.4984, -5.9375], [2.4635, 0.8298, 2.6854], [0.7962, 0.3913, 3.0878]], "atomic_forces_ev_per_a": [[-0.3, 0.6, -0.3], [1.1, 0.5, -1.0], [-0.4, -0.1, 0.3], [0.3, -0.4, -0.7], [-0.2, -0.4, -0.2], [0.4, 0.4, 0.0], [-0.2, 0.4, 0.7], [1.0, -1.0, -0.4], [-1.2, 1.0, 1.7], [-0.5, -0.4, -2.6], [-0.2, 0.2, 4.8], [0.7, -0.1, 0.2], [0.4, -0.1, -0.4], [0.1, 0.3, 0.0], [-0.2, 0.7, 0.6], [-0.3, 0.2, -1.0], [2.0, 0.5, 0.8], [-0.5, -1.1, -0.6], [-1.2, -0.2, 0.2], [0.1, -1.0, -0.8], [0.6, -0.1, 0.5], [0.4, 0.8, 0.6], [0.0, 0.3, 1.0], [-0.3, -1.0, -2.1], [-0.6, -0.6, 0.3], [-0.2, -0.6, -0.7], [1.8, -0.1, -1.1], [-0.1, -0.3, 0.0], [0.3, 0.5, -0.6], [-0.2, -0.3, -0.2], [0.1, 0.0, 0.1], [-0.6, 0.0, 0.5], [0.4, 0.4, -0.1], [-0.9, 0.2, 0.5], [-1.5, -0.3, -0.6], [-0.2, 0.4, 1.1], [0.0, 0.4, 0.0], [1.1, -0.1, -0.3], [-0.3, 0.0, -0.5], [0.4, -0.3, 0.7], [0.6, 0.5, -0.2], [-0.3, 0.1, -0.1], [-0.9, 0.3, -0.1], [-0.5, 0.0, 0.1]], "nbo_charge": [-0.60, -0.60, 0.02, 0.04, -0.66, -0.51, -0.52, 0.76, 0.68, -0.16, 0.05, -0.25, -0.24, -0.22, -0.28, -0.18, -0.17, -0.05, -0.04, 0.34, 0.21, -0.07, -0.05, -0.62, -0.25, -0.72, -0.07, 0.51, 0.25, 0.23, 0.23, 0.23, 0.23, 0.22, 0.22, 0.42, 0.18, 0.20, 0.18, 0.23, 0.25, 0.24, 0.18, 0.20], "total_charge": 0, "homo_ev": -8.30, "smiles": "COc1cc(/C=C(/NC(C)=O)C(=O)O)cc(Cl)c1OCc1ccc(Br)cc1", "e_tot_ha": -4199.3632, "de_lowest_kcal_mol": 0.00}

***

Record 2
{"formula": "C2H5N2P", "method": "wB97M-V/def2-TZVPD", "species": ["C", "C", "N", "N", "P", "H", "H", "H", "H", "H"], "xyz": [[0.2369, 1.0160, 0.1470], [0.6449, -0.4926, -0.1762], [-1.2462, 1.1726, -0.1061], [-0.6228, -1.1208, 0.1147], [-1.9834, -0.2210, -0.0233], [0.4265, 1.2714, 1.2490], [0.6756, 1.6777, -0.5535], [0.9935, -0.5817, -1.3094], [1.4019, -0.6039, 0.5349], [-0.5270, -2.1176, 0.1229]], "atomic_forces_ev_per_a": [[-1.6, -0.7, 0.2], [-1.3, 3.4, -2.1], [0.2, -0.4, 0.6], [1.7, -2.4, 0.1], [0.2, 1.4, -0.3], [0.0, -0.2, -1.6], [1.0, 0.9, -0.1], [-0.6, -0.1, 2.4], [1.3, -1.4, 0.8], [-0.7, -0.4, 0.1]], "nbo_charge": [-0.24, -0.25, -0.92, -0.98, 1.20, 0.20, 0.21, 0.18, 0.21, 0.40], "total_charge": 0, "homo_ev": -8.87, "smiles": "C1CNP=N1", "e_tot_ha": -530.0397, "de_lowest_kcal_mol": 1.62}

***

Record 3
{"formula": "C26H16N6O4S2V", "method": "wB97M-V/def2-TZVPD", "species": ["V", "O", "C", "O", "C", "C", "C", "C", "C", "N", "C", "O", "O", "H", "H", "H", "H", "H", "C", "C", "C", "C", "N", "C", "C", "C", "C", "C", "C", "N", "C", "C", "C", "C", "C", "N", "H", "H", "H", "H", "H", "H", "H", "H", "H", "H", "H", "S", "C", "C", "N", "C", "S", "C", "N"], "xyz": [[-0.8288, 0.5590, 0.1461], [3.8721, -1.4905, -0.1518], [2.7814, -0.7275, 0.0680], [2.4375, 0.1313, -0.6947], [2.0414, -1.1254, 1.3196], [2.6818, -1.9321, 2.2201], [2.0265, -2.2465, 3.4467], [0.8238, -1.6923, 3.7043], [0.2176, -0.8250, 2.7405], [0.8158, -0.5941, 1.4937], [-0.9741, -0.1217, 2.9227], [-1.7501, -0.2280, 3.9983], [-1.4102, 0.6415, 2.0069], [4.2773, -1.1238, -0.9454], [3.6692, -2.3073, 1.9974], [2.5018, -2.8978, 4.1728], [0.3306, -1.9062, 4.6483], [-1.3014, -0.7522, 4.6687], [-3.3062, -2.7388, 1.4107], [-2.4929, -3.7726, 0.9865], [-1.4358, -3.5089, 0.1307], [-1.2180, -2.2092, -0.2611], [-1.9648, -1.2007, 0.1995], [-3.0040, -1.4567, 1.0059], [-0.1895, -1.7793, -1.2559], [0.5577, -2.6885, -1.9671], [1.4033, -2.2443, -2.9645], [1.4322, -0.9078, -3.2438], [0.6734, -0.0245, -2.4929], [-0.1080, -0.4433, -1.4658], [0.7066, 1.4254, -2.8206], [1.7603, 2.0386, -3.4756], [1.6635, 3.4008, -3.7075], [0.5358, 4.0841, -3.2777], [-0.4590, 3.3725, -2.6202], [-0.3609, 2.0687, -2.4078], [-4.1519, -2.9119, 2.0631], [-2.6818, -4.7886, 1.3130], [-0.7924, -4.3096, -0.2157], [-3.5668, -0.5938, 1.3252], [0.4614, -3.7441, -1.7539], [2.0142, -2.9439, -3.5274], [2.0300, -0.5293, -4.0605], [2.6564, 1.4954, -3.7574], [2.4716, 3.9246, -4.2047], [0.4279, 5.1512, -3.4384], [-1.3597, 3.8516, -2.2449], [-2.7441, 1.8771, -0.2294], [-2.2278, 3.2626, 0.7184], [-3.2730, 4.2082, 1.0989], [-4.1182, 4.9471, 1.3652], [-0.9496, 3.5079, 1.0636], [0.4121, 2.4827, 0.6312], [-0.6381, 4.7030, 1.8445], [-0.3759, 5.6328, 2.4741]], "atomic_forces_ev_per_a": [[0.2, 2.0, 0.9], [0.0, 0.1, 0.1], [-0.5, -0.6, 0.3], [0.4, 0.4, 0.2], [-0.1, 0.4, -0.3], [0.0, -0.3, 0.4], [0.5, -0.2, -0.2], [-0.5, 0.3, -0.1], [0.8, -0.4, -0.4], [-0.3, -0.2, 0.3], [-0.1, 0.6, -1.0], [-0.2, 0.0, 0.5], [-0.4, -0.6, 1.3], [0.2, 0.0, -0.2], [-0.1, 0.0, 0.1], [0.0, 0.1, -0.1], [0.0, 0.0, -0.1], [0.0, 0.0, 0.1], [-0.2, 0.0, 0.1], [0.1, -0.3, 0.0], [0.0, -0.6, 0.0], [0.3, 0.5, -0.4], [-0.4, -0.7, 0.1], [0.3, 0.2, -0.3], [-0.3, 0.2, 0.1], [0.0, -0.5, 0.1], [0.2, -0.5, -0.1], [0.0, 0.2, -0.4], [-0.2, 0.2, 0.3], [0.7, -1.0, -1.6], [0.0, -0.6, 0.3], [0.3, 0.1, -0.1], [0.1, 0.0, 0.0], [-0.1, 0.1, 0.0], [0.0, 0.0, -0.1], [-0.6, 0.3, 0.1], [0.0, 0.0, 0.0], [0.0, 0.1, 0.0], [-0.1, 0.1, 0.1], [0.0, 0.1, 0.1], [0.0, 0.0, 0.0], [-0.1, 0.1, 0.1], [0.0, 0.0, 0.0], [-0.1, 0.1, 0.0], [-0.1, 0.0, 0.0], [0.0, -0.1, 0.0], [0.1, 0.0, 0.0], [0.0, 0.3, 0.0], [-1.1, 0.2, -0.1], [0.2, -0.3, -0.2], [0.3, -0.3, -0.1], [0.9, 0.6, 0.4], [-0.1, 0.5, 0.1], [-0.1, -0.4, -0.2], [0.0, -0.3, -0.2]], "nbo_charge": [1.09, -0.68, 0.78, -0.58, 0.07, -0.25, -0.21, -0.19, -0.04, -0.50, 0.69, -0.64, -0.69, 0.50, 0.24, 0.22, 0.20, 0.48, -0.23, -0.13, -0.23, 0.17, -0.49, 0.09, 0.26, -0.25, -0.13, -0.22, 0.28, -0.52, 0.14, -0.22, -0.16, -0.23, 0.07, -0.38, 0.24, 0.23, 0.23, 0.25, 0.22, 0.23, 0.23, 0.22, 0.22, 0.23, 0.22, -0.11, -0.27, 0.27, -0.32, -0.27, -0.10, 0.27, -0.32], "total_charge": 0, "homo_ev": [-6.35, -7.05], "e_tot_ha": -3370.3629, "de_lowest_kcal_mol": 5.75, "multiplicity": 4, "s2": 3.795}

***

Record 4
{"formula": "C30H47AlAs3N3PS", "method": "wB97M-V/def2-TZVPD", "species": ["Al", "C", "As", "C", "C", "C", "C", "C", "As", "C", "C", "C", "As", "C", "C", "H", "H", "H", "H", "H", "H", "H", "H", "H", "H", "H", "H", "H", "H", "H", "H", "H", "H", "H", "H", "H", "H", "H", "H", "H", "H", "H", "N", "C", "C", "C", "C", "C", "C", "P", "C", "C", "C", "C", "C", "C", "C", "C", "C", "C", "C", "C", "H", "H", "H", "H", "H", "H", "H", "H", "H", "H", "H", "H", "H", "H", "H", "H", "N", "C", "N", "S", "H", "H", "H", "H"], "xyz": [[-0.0216, -0.0516, -0.0194], [1.1362, 3.3784, -1.5650], [0.1640, 2.4557, -0.1817], [-1.6197, 3.2330, -0.2378], [0.8102, 3.0295, 1.5696], [2.2571, 2.7386, 2.0066], [3.2024, 3.7830, 1.3999], [2.7875, 1.3662, 1.5366], [1.7423, -0.2750, 1.7220], [3.1016, -1.6006, 1.3779], [1.2323, -0.6337, 3.5505], [2.3420, 2.7970, 3.5436], [1.5955, 4.2096, 4.7434], [-0.3342, 3.8923, 4.4951], [1.7364, 5.8728, 3.7225], [0.6397, 3.1890, -2.5147], [2.1624, 3.0246, -1.6162], [1.1138, 4.4437, -1.3387], [-1.7147, 3.9814, 0.5483], [-2.3954, 2.4776, -0.1203], [-1.7533, 3.7193, -1.2027], [0.1057, 2.5892, 2.2828], [0.6272, 4.1058, 1.6095], [3.1941, 3.7631, 0.3085], [4.2279, 3.5976, 1.7218], [2.9280, 4.7866, 1.7199], [3.7415, 1.1669, 2.0308], [2.9990, 1.3784, 0.4592], [3.8514, -1.5314, 2.1652], [3.5808, -1.3810, 0.4249], [2.6655, -2.5996, 1.3824], [2.1268, -0.6149, 4.1717], [0.7858, -1.6281, 3.5888], [0.5284, 0.1043, 3.9317], [3.4000, 2.7490, 3.8158], [1.8926, 1.8959, 3.9742], [-0.5457, 2.8230, 4.5820], [-0.7248, 4.2814, 3.5536], [-0.8581, 4.3886, 5.3105], [2.7822, 6.1368, 3.5738], [1.2901, 6.6480, 4.3452], [1.2133, 5.8633, 2.7657], [-1.5277, 0.3315, 1.5768], [-2.9312, 0.0285, 1.2847], [-3.9491, 0.5744, 2.0452], [-5.2652, 0.2603, 1.7278], [-5.5532, -0.5908, 0.6679], [-4.5262, -1.1370, -0.0868], [-3.2031, -0.8274, 0.2242], [-1.8069, -1.4963, -0.6758], [-1.1783, -2.8884, 0.3223], [-1.6682, -3.1576, 1.5993], [-1.1016, -4.1730, 2.3623], [-0.0551, -4.9273, 1.8518], [0.4252, -4.6754, 0.5705], [-0.1284, -3.6567, -0.1898], [-2.3131, -2.0511, -2.2914], [-2.6404, -3.3900, -2.5116], [-3.1426, -3.7707, -3.7469], [-3.3182, -2.8246, -4.7480], [-2.9920, -1.4911, -4.5280], [-2.4866, -1.1003, -3.3002], [-1.2340, -0.1935, 2.3998], [-1.4859, 1.3077, 1.8634], [-3.7280, 1.2366, 2.8745], [-6.0697, 0.6839, 2.3140], [-6.5813, -0.8271, 0.4304], [-4.7487, -1.7958, -0.9170], [-2.5118, -2.6035, 1.9938], [-1.4989, -4.3918, 3.3447], [0.3673, -5.7319, 2.4391], [1.2080, -5.2999, 0.1580], [0.2133, -3.4946, -1.2062], [-2.5198, -4.1299, -1.7305], [-3.4048, -4.8047, -3.9246], [-3.7163, -3.1276, -5.7073], [-3.1352, -0.7606, -5.3124], [-2.2373, -0.0585, -3.1300], [2.3526, -1.4434, -3.9667], [2.1177, -1.5070, -2.6689], [2.4485, -2.5998, -1.9983], [1.4456, -0.0788, -1.9362], [2.8254, -2.1806, -4.4695], [2.0967, -0.6154, -4.4802], [2.8960, -3.3892, -2.4417], [2.2894, -2.6436, -1.0072]], "atomic_forces_ev_per_a": [[-0.2, 0.3, -0.2], [0.0, 0.0, 0.0], [-0.2, -0.1, 0.0], [0.0, 0.1, 0.0], [0.0, 0.0, 0.0], [0.0, 0.0, 0.0], [0.0, 0.0, 0.0], [0.0, 0.0, -0.1], [0.1, 0.0, 0.0], [0.0, 0.0, 0.0], [0.0, 0.0, 0.0], [0.0, -0.1, 0.0], [0.0, 0.0, 0.1], [-0.1, 0.0, 0.0], [0.0, 0.0, 0.0], [0.0, 0.0, 0.0], [0.0, 0.0, 0.0], [0.0, 0.0, 0.0], [0.0, 0.0, 0.0], [0.0, 0.0, 0.0], [0.0, 0.0, 0.0], [0.0, 0.0, 0.0], [0.0, 0.0, 0.0], [0.0, 0.0, 0.0], [0.0, 0.0, 0.0], [0.0, 0.0, 0.0], [0.0, 0.0, 0.0], [0.0, 0.0, 0.0], [0.0, 0.0, 0.0], [0.0, 0.0, 0.0], [0.0, 0.0, 0.0], [0.0, 0.0, 0.0], [0.0, 0.0, 0.0], [0.0, 0.0, 0.0], [0.0, 0.0, 0.0], [0.0, 0.0, 0.0], [0.0, 0.0, 0.0], [0.0, 0.0, 0.0], [0.0, 0.0, 0.0], [0.0, 0.0, 0.0], [0.0, 0.0, 0.0], [0.0, 0.0, 0.0], [0.1, 0.0, 0.0], [0.1, 0.0, 0.0], [0.0, 0.0, -0.1], [0.0, 0.0, 0.0], [0.0, 0.0, 0.0], [0.0, 0.0, 0.0], [-0.1, 0.0, -0.1], [0.3, -0.2, 0.4], [-0.1, 0.0, -0.1], [0.0, 0.0, 0.0], [0.0, 0.0, 0.0], [0.0, 0.0, 0.0], [0.0, 0.0, 0.0], [0.0, 0.0, 0.0], [0.1, 0.0, 0.0], [0.0, 0.0, 0.0], [0.0, 0.0, 0.0], [0.0, 0.0, 0.0], [0.0, 0.0, 0.0], [0.1, 0.0, 0.0], [0.0, -0.1, 0.0], [0.0, 0.0, 0.1], [0.0, 0.0, 0.0], [0.0, 0.0, 0.0], [0.0, 0.0, 0.0], [0.0, 0.0, 0.0], [0.0, 0.0, 0.0], [0.0, 0.0, 0.0], [0.0, 0.0, 0.0], [0.0, 0.0, 0.0], [-0.1, 0.0, 0.0], [0.0, 0.0, 0.0], [0.0, 0.0, 0.0], [0.0, 0.0, 0.0], [0.0, 0.0, 0.0], [0.0, 0.0, 0.0], [0.0, 0.0, 0.1], [0.0, 0.0, -0.2], [0.0, 0.1, 0.1], [0.1, -0.1, 0.0], [0.0, 0.0, 0.0], [0.0, 0.0, 0.0], [0.0, 0.0, 0.0], [0.1, 0.0, 0.0]], "mulliken_charge": [-0.64, -1.25, 1.27, -1.07, -1.42, 2.46, -1.72, -2.20, 1.72, -1.39, -1.47, -1.82, 0.34, -0.93, -1.09, 0.49, 0.41, 0.50, 0.38, 0.22, 0.50, 0.00, 0.71, 0.36, 0.45, 0.36, 0.68, 0.54, 0.55, 0.43, 0.35, 0.52, 0.42, 0.40, 0.56, 0.19, 0.17, 0.22, 0.48, 0.35, 0.40, 0.29, 0.22, -0.57, -0.67, -0.82, -0.84, -1.39, 0.34, 2.10, 0.03, -0.53, -0.85, -0.60, -1.04, -0.50, 0.43, -0.23, -0.79, -0.56, -0.83, -0.47, 0.39, 0.14, 0.60, 0.45, 0.49, 0.59, 0.55, 0.52, 0.47, 0.51, 1.18, 0.49, 0.47, 0.45, 0.47, 0.47, -0.39, 0.93, -0.26, -0.25, 0.23, 0.21, 0.22, -0.07], "total_charge": 3, "homo_ev": -15.01, "e_tot_ha": -9024.1336}

***

Record 5
{"formula": "C6H8N2O", "method": "wB97M-V/def2-TZVPD", "species": ["N", "C", "C", "C", "C", "C", "N", "C", "H", "H", "H", "H", "H", "H", "O", "H", "H"], "xyz": [[-0.8471, -1.7903, -1.6679], [-0.3339, -1.1383, -0.8611], [0.3604, -0.3560, 0.1549], [-0.2841, -0.0660, 1.5421], [0.6506, 1.1339, 1.5841], [1.9321, 0.6960, 0.8567], [1.7805, -0.6865, 0.4162], [0.7575, 1.1674, 0.0711], [-1.3300, 0.2468, 1.4413], [-0.1829, -0.8598, 2.2961], [0.6454, 1.9718, 2.2811], [2.8966, 1.1769, 1.0094], [1.9012, -1.3867, 1.1504], [0.6298, 1.9255, -0.6983], [-3.2059, -0.6192, -3.3639], [-2.6270, 0.0450, -2.9750], [-2.7432, -1.4605, -3.2372]], "atomic_forces_ev_per_a": [[0.4, 0.8, 0.8], [-0.2, -0.7, -0.6], [-0.2, 0.0, 0.0], [-0.1, -0.1, 0.0], [0.0, 0.3, 0.2], [0.2, 0.2, 0.1], [0.1, -0.2, 0.0], [0.0, 0.2, -0.1], [0.3, -0.1, 0.0], [0.0, 0.2, -0.2], [-0.1, -0.3, -0.3], [-0.3, -0.2, -0.1], [-0.1, 0.1, -0.1], [0.0, -0.2, 0.3], [0.0, -0.1, -0.1], [0.0, -0.2, 0.0], [0.0, 0.3, 0.1]], "nbo_charge": [-0.33, 0.31, -0.01, -0.37, -0.25, -0.07, -0.55, -0.22, 0.23, 0.20, 0.24, 0.23, 0.35, 0.25, -0.95, 0.46, 0.48], "total_charge": 0, "homo_ev": -9.85, "e_tot_ha": -418.0670, "de_lowest_kcal_mol": 72.95}

***

- Number 4 is which compound?
  C30H47AlAs3N3PS

***

- Number 3 is which compound?
  C26H16N6O4S2V